1.
Below is a cluster of 2 separate species, C23H28Cl2N4O5 in total, with properties calculated with ωB97M-V with the def2-TZVPD basis set.

Geometry as ORCA input:
```
! wB97M-V def2-TZVPD RIJCOSX def2/J DEFGRID3
* xyz 0 1
C 4.237 2.647 -3.044
H -0.010 0.414 2.070
Cl 3.245 1.713 5.440
H -0.803 -3.362 -0.617
N -1.017 -1.848 3.285
C -0.061 3.560 0.718
C -2.124 -4.665 -1.663
C -3.673 -4.696 0.651
C -5.311 -6.284 -0.401
H 0.172 -2.074 5.591
H 3.657 1.747 -3.243
C -0.034 -0.968 3.745
H 1.651 4.887 -3.463
C 0.510 -1.224 5.008
C 2.304 4.064 -3.751
H 1.710 3.174 -3.944
H -1.347 3.765 -0.979
C -1.730 -3.922 -0.549
H -1.378 -2.496 3.973
H 1.421 -0.518 -2.257
N 1.110 0.441 -2.205
N 0.943 2.811 0.267
H -2.756 -3.416 2.605
H 2.831 4.339 -4.664
C 3.318 3.796 -2.639
O -6.167 -6.101 0.630
H 2.329 4.614 -0.945
H -0.832 1.250 -2.299
C 2.656 3.622 -1.256
C -0.868 4.408 -0.245
H -6.886 -6.727 0.460
H 1.764 1.845 3.013
O -0.684 -1.679 1.036
H -4.276 -4.712 1.554
H -0.520 -0.090 -3.412
C -2.506 -3.921 0.624
H 4.946 2.444 -2.240
O 2.712 0.675 -0.702
C 1.979 0.690 4.809
H -3.580 -6.007 -2.492
H 0.677 2.970 -1.813
H 3.429 3.316 -0.549
H 3.951 4.681 -2.567
O -0.344 3.554 1.904
C 0.417 0.156 3.034
C -1.247 -2.219 1.976
C -3.290 -5.429 -1.618
N -2.180 -3.222 1.795
C 1.444 2.670 -1.104
C 1.420 0.975 3.562
C -0.088 0.806 -2.962
C -4.084 -5.462 -0.457
C 1.511 -0.408 5.542
Cl 2.164 -0.771 7.120
H 0.163 1.508 -3.758
H 1.418 2.263 0.968
H -1.633 4.943 0.317
O -5.515 -7.101 -1.284
H -1.516 -4.656 -2.563
H -0.214 5.124 -0.736
C 1.797 1.186 -1.334
H 4.791 2.920 -3.943
*
```

**HOMO-LUMO gap**: 0.318 hartree



2.
Below is an isolated molecule of C23H28N2O, with properties calculated with ωB97M-V with the def2-TZVPD basis set.

Geometry as ORCA input:
```
! wB97M-V def2-TZVPD RIJCOSX def2/J DEFGRID3
* xyz 0 1
C 1.637 -1.586 -1.818
C 1.063 -0.420 0.330
H -1.247 1.501 1.952
C 0.009 3.433 -0.683
C 3.074 -2.398 0.867
N 0.758 -1.660 1.029
H -0.336 -0.732 2.597
C 1.910 -2.089 1.803
H 2.210 -1.311 2.529
C 3.401 -1.187 -0.004
H 0.812 -1.069 -2.338
H 3.621 0.832 -1.392
H 2.246 0.651 -2.475
C -2.051 1.301 1.258
C 1.898 3.750 0.753
H 3.809 -0.396 0.633
H -2.721 3.320 1.196
H 0.720 -2.688 -0.543
H -4.190 -1.723 -2.361
H -0.970 3.733 -1.026
H -0.584 -2.481 2.371
H 0.157 4.996 0.774
C 2.536 0.712 -1.424
H -2.129 -3.205 0.095
O 1.193 -2.840 -1.384
H 3.499 2.355 0.517
C -3.912 2.077 -0.077
H 2.399 4.302 1.536
H -4.953 0.635 -1.277
C -4.239 -2.184 -1.371
C 1.888 1.927 -0.824
C 2.162 -0.631 -0.721
C -2.270 0.011 0.774
H 1.382 0.357 1.048
H 0.131 1.788 -2.038
C -0.447 -1.531 1.845
C 0.630 2.336 -1.251
H 2.432 -1.775 -2.548
H -3.978 -3.237 -1.461
H -4.537 2.900 -0.391
C 0.640 4.141 0.326
H -5.264 -2.103 -1.000
C -1.640 -1.252 0.991
C -2.310 -2.153 0.212
H 3.950 -2.673 1.458
H 1.637 -2.988 2.363
H 4.163 -1.457 -0.738
C -4.150 0.815 -0.577
C -3.324 -0.217 -0.146
H 2.810 -3.243 0.231
H 0.153 -0.070 -0.159
N -3.322 -1.544 -0.472
C 2.516 2.653 0.180
C -2.875 2.316 0.829
*
```

**ΔE to the lowest compared entry with this formula, charge and spin**: 0.0 kJ/mol
**HOMO-LUMO gap**: 0.316 hartree



3.
Below is a structure of composition C23H28N2O2P2S3Y, with properties calculated with ωB97M-V with the def2-TZVPD basis set.

Geometry as ORCA input:
```
! wB97M-V def2-TZVPD RIJCOSX def2/J DEFGRID3
* xyz -1 1
S 0.228 -0.969 3.328
H -4.127 -3.657 -0.507
N -2.168 -1.959 0.486
H 2.742 1.142 2.413
H 0.725 3.843 -1.894
H 3.665 -2.582 -0.307
H 2.009 4.325 0.316
H -3.743 -4.872 0.731
H -4.444 -3.289 1.168
C -6.420 1.420 -0.830
C -2.368 -3.232 0.634
C -4.083 0.837 -0.790
C -4.798 2.943 -1.726
H 4.888 2.706 -3.629
C -1.287 -4.137 0.886
S 0.678 1.629 4.729
P 1.261 2.069 -0.257
H -0.080 2.289 -2.272
C -0.055 0.759 3.521
C 3.405 0.331 2.112
H 4.424 0.700 1.978
H 6.075 0.636 -2.956
C -2.972 -0.103 -0.448
H 1.797 -4.921 0.141
H 2.573 3.127 1.496
H 0.883 3.624 1.528
C 1.096 -4.887 0.977
H -1.547 -5.151 1.155
C -5.412 0.529 -0.505
H 0.672 -5.877 1.140
H 2.815 3.357 -2.468
C 4.505 2.094 -2.823
C 3.339 2.458 -2.166
O 0.503 -2.696 0.333
C -6.118 2.631 -1.441
C 1.732 3.425 0.872
H -4.551 3.887 -2.197
H 3.367 -0.387 2.932
C 5.169 0.937 -2.444
O -1.771 0.262 -0.778
Y -0.312 -0.594 0.707
H -0.658 3.280 -0.939
H -7.449 1.170 -0.600
C 3.507 0.515 -0.738
H -5.630 -0.412 -0.019
H 3.425 -2.629 1.435
H -6.910 3.327 -1.689
P 2.780 -0.506 0.610
C 0.238 2.960 -1.475
H 1.661 -4.598 1.866
C 2.824 1.682 -1.131
H 5.201 -0.743 -1.128
H 4.863 -1.820 0.779
C -3.786 2.050 -1.403
C -3.752 -3.808 0.506
S -1.075 1.506 2.312
C 0.045 -3.836 0.714
C 4.674 0.160 -1.409
H -2.750 2.273 -1.615
C 3.801 -2.016 0.615
N -3.305 -1.202 0.162
*
```

**ΔE to the lowest compared entry with this formula, charge and spin**: 32.8 kJ/mol
**HOMO-LUMO gap**: 0.237 hartree



4.
Below is an isolated molecule of C23H28N2O4, with properties calculated with ωB97M-V with the def2-TZVPD basis set.

Geometry as ORCA input:
```
! wB97M-V def2-TZVPD RIJCOSX def2/J DEFGRID3
* xyz 0 1
C 2.258 2.154 0.134
H -0.242 -6.014 1.504
O 0.672 -1.348 -1.481
H 1.590 -2.522 3.163
C -2.495 2.475 -2.493
C 2.032 0.565 -1.653
H -0.555 -4.501 4.903
H 1.191 -7.129 2.877
H -1.252 -1.423 -0.739
H 0.820 -5.018 5.884
C -3.814 3.562 -4.174
H 1.604 2.629 -1.724
N 2.118 1.927 -1.194
C 0.530 -4.481 4.983
C -3.127 2.448 -3.722
H -4.309 3.542 -5.134
C -0.027 -2.902 0.233
H -2.003 2.695 0.150
H -2.151 4.465 0.234
H -1.953 1.611 -2.136
H -0.058 3.297 1.375
H 3.152 -5.522 2.975
H -3.260 5.627 -1.560
H -4.393 5.577 -3.743
C -1.819 3.630 -0.386
C -0.317 3.744 -0.597
O 0.209 3.936 -1.677
C -0.433 -2.112 -0.983
H -0.882 -4.737 -0.454
C 1.043 -3.028 2.382
H 2.104 0.524 -2.740
O 2.637 1.322 0.930
C -3.225 4.731 -2.164
C 1.850 3.576 0.533
H 2.222 4.298 -0.197
H 0.845 -3.447 5.087
H 1.081 -7.099 4.633
C 0.730 -4.379 2.506
H 2.848 -0.016 -1.214
H 3.030 -5.632 4.733
C 0.744 -6.610 3.722
N 0.399 3.649 0.548
C 2.696 -5.080 3.858
H -3.085 1.556 -4.332
H 2.230 3.810 1.527
H 3.048 -4.056 3.946
C -0.341 -4.247 0.343
H 0.936 -1.251 1.213
C 0.672 -2.297 1.271
C 0.027 -4.971 1.464
O -0.155 0.566 -0.638
C 0.715 -0.057 -1.192
H -0.740 -2.775 -1.795
H -0.338 -6.707 3.670
C -3.862 4.704 -3.393
C -2.542 3.616 -1.702
C 1.165 -5.138 3.749
*
```

**ΔE to the lowest compared entry with this formula, charge and spin**: 58.0 kJ/mol
**HOMO-LUMO gap**: 0.357 hartree



5.
Below is an isolated molecule of C23H28N4O6, with properties calculated with ωB97M-V with the def2-TZVPD basis set.

Geometry as ORCA input:
```
! wB97M-V def2-TZVPD RIJCOSX def2/J DEFGRID3
* xyz 0 1
H 2.031 -4.222 2.744
N 1.843 -1.739 0.580
C -0.404 -4.002 0.343
C -2.809 -5.034 1.672
H -3.844 -4.914 1.999
H -3.405 5.111 1.975
H -1.222 -4.979 -1.394
C -4.418 3.348 3.536
C 1.329 -0.027 -1.020
C -1.860 4.859 0.546
H -1.983 -4.043 3.408
H -3.121 -3.967 -0.169
C 3.331 -1.050 -2.706
C 0.282 0.525 -0.108
O -0.249 -0.161 0.760
O -1.986 6.177 0.240
C 3.112 -1.628 -1.480
H -2.302 -2.975 2.039
C -0.929 2.652 0.350
C -0.480 -4.097 1.874
H -4.932 2.703 4.248
C -1.783 2.189 1.331
O -3.482 2.523 2.884
H -1.772 1.162 1.649
H -1.324 6.237 -1.727
H -0.286 4.327 -0.822
H -0.098 -5.078 2.184
H 0.939 1.329 -2.659
C 2.409 -2.842 1.169
C -1.937 -3.965 2.322
C 2.105 -1.151 -0.628
H -0.100 6.650 -0.491
H 4.099 -1.416 -3.370
C -2.687 3.070 1.932
C -0.962 3.991 -0.051
H -0.050 -2.171 2.398
H 2.169 -2.535 3.254
H 1.014 -1.346 1.040
N 2.738 0.630 -4.390
C -1.159 6.722 -0.760
H -3.927 4.163 4.076
H 0.550 2.318 -1.001
C 1.548 0.524 -2.273
C 2.537 0.023 -3.107
H -0.742 -3.010 0.030
N 0.300 -3.103 2.592
C -1.279 -5.069 -0.307
C 1.734 -3.199 2.497
H 0.629 -4.135 0.011
H -2.469 -6.022 1.989
H -0.904 -6.058 -0.034
C -2.727 -4.934 0.152
N 0.004 1.833 -0.303
H -3.337 -5.715 -0.308
O 3.565 0.138 -5.128
H 3.703 -2.469 -1.156
H -5.146 3.763 2.833
H -1.439 7.772 -0.833
O 2.070 1.611 -4.658
C -2.725 4.398 1.541
O 3.358 -3.448 0.729
*
```

**ΔE to the lowest compared entry with this formula, charge and spin**: 285.8 kJ/mol
**HOMO-LUMO gap**: 0.295 hartree



6.
Below is a structure of composition C23H28N7OSTeTi, with properties calculated with ωB97M-V with the def2-TZVPD basis set.

Geometry as ORCA input:
```
! wB97M-V def2-TZVPD RIJCOSX def2/J DEFGRID3
* xyz -1 1
C 4.229 -3.524 0.778
C 0.273 3.182 -0.708
Ti -0.123 -0.004 0.112
C 2.840 4.032 -1.606
H 3.462 2.217 4.028
N -4.530 0.132 0.901
Te -0.562 -0.883 2.715
C -1.030 2.787 -0.321
C -3.202 0.269 0.464
C 1.123 -0.260 3.857
C 1.721 4.852 -1.785
H 3.817 4.341 -1.954
C -0.703 0.099 -2.975
H -1.837 3.506 -0.384
H -4.717 -0.792 1.258
H 3.530 2.163 -0.769
C 1.575 -1.017 4.943
N 1.043 -1.900 -0.149
H -0.004 -3.713 -0.076
C 1.827 0.915 3.551
H 1.494 1.533 2.725
H 4.250 0.831 5.937
H 4.281 -4.579 1.062
H -1.812 -0.923 -4.399
C 0.418 -3.030 -0.824
H 3.387 -4.613 -1.336
H -0.420 -2.664 -1.415
N -0.143 0.068 -1.979
C 1.422 -3.770 -1.685
C -1.486 0.095 -4.200
H 2.413 -0.218 0.969
H -2.362 0.727 -4.060
H -4.767 0.857 1.564
C 2.691 -0.631 5.682
C 0.481 4.437 -1.345
H 5.008 -3.359 0.020
H 0.960 -4.594 -2.232
H 1.052 -1.930 5.204
N 2.812 -1.145 1.089
N 2.916 -3.292 0.194
N -2.697 1.443 0.529
C 2.942 1.301 4.289
C 2.502 -4.305 -0.770
H 4.891 -0.887 0.769
H -0.893 0.468 -5.032
C 4.183 -1.203 1.547
H 3.803 -2.894 2.789
O 1.336 1.228 0.195
H -0.384 5.075 -1.496
C 2.233 -2.110 0.338
H 2.138 -5.189 -0.235
H 1.824 5.815 -2.272
C 1.446 2.387 -0.490
C 2.679 2.811 -0.951
H 4.273 -0.514 2.386
S -2.431 -1.193 -0.172
H 3.018 -1.243 6.516
H 1.850 -3.072 -2.409
N -1.355 1.538 0.120
C 4.474 -2.625 1.970
H 5.504 -2.734 2.314
C 3.385 0.528 5.359
*
```

**HOMO-LUMO gap (spin up / spin down)**: 0.158 / 0.160 hartree



7.
Below is a structure of composition C23H28NO2Pt, with properties calculated with ωB97M-V with the def2-TZVPD basis set.

Geometry as ORCA input:
```
! wB97M-V def2-TZVPD RIJCOSX def2/J DEFGRID3
* xyz 1 5
H 0.480 -3.085 0.569
C 3.356 0.752 -3.325
H 4.198 2.489 -2.326
H 4.326 0.302 -3.538
H -0.906 0.628 0.117
C 0.861 1.921 -2.751
H -3.629 -1.386 -1.569
C -1.696 -1.335 -0.561
H -0.809 0.712 5.750
Pt -0.648 0.387 1.924
C 1.942 0.090 0.330
C -1.110 -2.267 -1.628
H -0.232 0.076 -1.443
O -0.987 0.554 3.856
N -1.638 1.764 -2.609
C 1.277 1.266 0.761
C -0.438 2.609 -2.404
C -1.957 -1.254 2.085
C -0.238 -2.601 1.226
C 1.261 1.264 2.238
C 3.292 1.975 -2.647
C 1.897 -0.001 2.637
H 1.981 3.522 -1.872
H -0.381 2.944 -1.349
H -0.014 -2.175 -1.702
H -1.550 -2.005 -2.602
C 2.354 -0.641 1.471
C -1.207 -1.657 0.833
C 0.927 0.708 -3.451
H 0.417 -0.434 5.078
C -1.168 0.101 -0.867
H 1.059 2.144 0.149
H -3.734 -0.794 0.110
H -1.367 -3.308 -1.412
H -1.801 -2.163 4.155
C -0.394 -2.881 2.614
H 1.155 2.161 2.844
C -0.091 0.540 4.943
C 2.052 2.556 -2.379
H 3.006 -1.510 1.438
H -0.527 3.542 -2.989
C -2.119 1.120 -1.452
H -3.461 -2.526 -0.212
H -2.979 -0.879 2.052
H 0.154 -3.660 3.151
C -1.415 -2.108 3.139
H 2.216 -0.834 -4.254
H 2.059 -0.335 3.655
O -3.151 1.399 -0.825
H 0.630 1.376 4.901
C 2.176 0.119 -3.722
H 0.005 0.229 -3.797
H -2.383 2.261 -3.085
H 2.181 -0.170 -0.700
C -3.230 -1.503 -0.552
*
```

**⟨S²⟩**: 6.04
**HOMO-LUMO gap (spin up / spin down)**: 0.302 / 0.204 hartree



8.
Below is a structure of composition C23H29BrHfN4OS, with properties calculated with ωB97M-V with the def2-TZVPD basis set.

Geometry as ORCA input:
```
! wB97M-V def2-TZVPD RIJCOSX def2/J DEFGRID3
* xyz 4 1
H -1.932 -4.928 -3.429
H -0.547 4.303 -2.175
C -1.540 -4.307 -1.401
H 0.085 -0.631 5.943
C -0.682 -3.188 -3.382
C -0.238 3.792 -0.083
H 1.415 5.941 -0.486
H -4.917 0.952 0.519
C -0.066 -2.311 -2.539
H -4.284 2.286 -1.511
C -2.337 -5.386 -0.751
C -2.181 2.081 -1.328
Hf 1.085 -0.614 -0.471
H 1.001 6.214 -2.180
N 3.257 -0.415 -0.414
C -1.464 -0.853 4.467
H -0.216 6.423 -0.925
C 4.197 -0.244 -1.366
C 0.879 -0.662 3.962
H -3.987 -0.011 -0.620
H -0.585 -3.103 -4.458
H -0.894 -3.396 0.436
C -0.863 -3.352 -0.646
Br 1.019 -0.827 -3.199
C -1.782 -0.949 3.107
H -3.215 0.639 0.853
O 0.247 1.148 -0.584
H 3.863 -0.186 -2.394
H -2.815 -1.071 2.808
C -3.937 0.846 0.056
H -2.261 -0.896 5.199
C -3.575 2.123 -0.698
H -1.007 -0.963 1.104
H -3.664 2.990 -0.038
C 5.015 -0.406 1.247
H -2.005 1.150 -1.870
N 1.524 -0.714 1.590
C -0.774 -0.896 2.175
H 1.089 3.775 -1.788
C 3.678 -0.484 0.896
S -0.929 2.120 -0.003
H 7.024 -0.177 0.493
C 5.549 -0.151 -1.075
H 6.259 -0.011 -1.880
H 1.912 -0.560 4.265
H -3.114 -4.969 -0.108
H -1.060 4.389 0.337
N 2.752 -0.603 1.904
H -1.710 -6.015 -0.114
N -0.124 -2.354 -1.191
C 5.971 -0.241 0.245
H -2.814 -6.026 -1.489
H -2.014 2.922 -1.994
H 0.569 3.788 0.655
C 0.634 5.815 -1.237
C -1.433 -4.205 -2.794
C -0.142 -0.705 4.888
C 0.235 4.349 -1.419
C 0.565 -0.757 2.597
H 5.285 -0.478 2.293
*
```

**ΔE to the lowest compared entry with this formula, charge and spin**: 42.7 kJ/mol
**HOMO-LUMO gap**: 0.219 hartree



Per-record maximum force, eV Å⁻¹: 1.90, 0.54, 0.72, 0.68, 1.29, 2.01, 3.19, 2.24